i | # C6H12NO

An isolated ion of composition C6H12NO and charge +1 (ωB97M-V/def2-TZVPD, the OMol25 dataset).

Computed properties:
- molar mass (g/mol) = 114.17
- LUMO energy (spin up / spin down) (Ha) = -0.1434 / -0.1354
- E_HOMO (spin up / spin down) (Eh) = -0.4648 / -0.4683
- gap between HOMO and LUMO (spin up / spin down) (Ha) = 0.3214 / 0.3329
- net charge = +1

Each atom is followed by the atoms it is bonded to, with distances in Å.
CARTESIAN COORDINATES (ANGSTROEM)
1 C 0.0921 0.8009 -2.3099  C2 1.283, C3 1.454, H9 1.128
2 C -0.5642 -0.2701 -2.5702  C1 1.283, H10 1.061
3 C 0.3295 1.3922 -1.0026  C1 1.454, N7 1.459, H11 1.071, H12 1.142
4 C -0.3123 -0.6637 0.1569  N7 1.475, O8 1.317, H13 1.105
5 C 0.7999 1.1107 1.3347  N7 1.441, H14 1.059, H15 1.065, H16 1.146
6 C -0.7993 -2.2345 1.7585  O8 1.448, H17 1.053, H18 1.079, H19 1.011
7 N 0.6507 0.4497 0.0632  C3 1.459, C4 1.475, C5 1.441, H20 1.089
8 O 0.0407 -1.8333 0.6500  C4 1.317, C6 1.448
9 H 0.4859 1.1530 -3.3063  C1 1.128
10 H -0.7765 -0.8699 -3.4194  C2 1.061
11 H 1.1102 2.1148 -1.1294  C3 1.071
12 H -0.6657 1.8470 -0.6755  C3 1.142
13 H -1.2354 -0.1592 0.4962  C4 1.105
14 H 1.1753 0.5337 2.1398  C5 1.059
15 H 1.4478 1.9551 1.3557  C5 1.065
16 H -0.2151 1.3785 1.7956  C5 1.146
17 H -1.6998 -2.6261 1.3792  C6 1.053
18 H -1.0948 -1.3440 2.2907  C6 1.079
19 H -0.3642 -2.9629 2.3084  C6 1.011
20 H 1.6312 0.0044 -0.0961  N7 1.089

These are the natural (NBO) partial charges, in e, on atoms 1 to 4:
1 C -0.39
2 C -0.01
3 C -0.26
4 C 0.30

---

ii | # C6H12NO

A 2-piece molecular cluster, C6H12NO overall (ωB97M-V/def2-TZVPD, the OMol25 dataset).

Computed properties:
- molar mass (g/mol) = 114.17
- LUMO energy (Ha) = -0.1299
- E_HOMO (Eh) = -0.5178
- gap between HOMO and LUMO (Ha) = 0.3880
- net charge = +1

Each atom is followed by the atoms it is bonded to, with distances in Å.
CARTESIAN COORDINATES (ANGSTROEM)
1 C -1.8306 1.0206 -0.0756  C2 1.325, C3 1.472, H9 1.087
2 C -1.9778 -0.2952 -0.0191  C1 1.325, C4 1.444, H10 1.057
3 C -0.4286 1.3852 0.1869  C1 1.472, N7 1.516, H11 1.111, H12 1.012
4 C -0.7822 -1.0071 0.3661  C2 1.444, N7 1.525, O8 1.360
5 C 1.5331 -0.0929 0.7873  N7 1.495, H14 1.219, H15 1.079, H16 1.140
6 C 0.5945 -0.1822 -1.3771  N7 1.447, H17 1.113, H18 1.146, H19 1.061
7 N 0.2615 0.0467 0.0129  C3 1.516, C4 1.525, C5 1.495, C6 1.447
8 O -0.2369 -2.1804 -0.0521  C4 1.360, H20 0.982
9 H -2.6614 1.6985 -0.2553  C1 1.087
10 H -2.9331 -0.7412 0.0581  C2 1.057
11 H 0.1394 2.0040 -0.5407  C3 1.111
12 H -0.1180 1.8023 1.0556  C3 1.012
13 H -0.8000 -1.0867 1.8571  no bonds
14 H 2.1507 0.9504 0.9170  C5 1.219
15 H 1.4114 -0.3726 1.8228  C5 1.079
16 H 2.1976 -0.8043 0.1933  C5 1.140
17 H 1.4039 0.5518 -1.5896  C6 1.113
18 H 0.9050 -1.2707 -1.5536  C6 1.146
19 H -0.2719 -0.2010 -1.9898  C6 1.061
20 H -0.8314 -2.8425 0.3630  O8 0.982

These are the natural (NBO) partial charges, in e, on atoms 1 to 4:
1 C -0.15
2 C -0.28
3 C -0.23
4 C 0.32

---

List of relative energies, unit hartree: i 0.1062; ii 0.0000

---

i | # H12O6

A 6-piece molecular cluster, H12O6 overall (ωB97M-V/def2-TZVPD, the OMol25 dataset).

Computed properties:
- molar mass (g/mol) = 108.09
- LUMO energy (Ha) = -0.0061
- structure (SMILES) = O.O.O.O.O.O
- E_HOMO (Eh) = -0.3815
- gap between HOMO and LUMO (Ha) = 0.3754

Each atom is followed by the atoms it is bonded to, with distances in Å.
CARTESIAN COORDINATES (ANGSTROEM)
1 O -0.4914 -1.1607 1.5337  H2 0.914, H3 0.955
2 H 0.2926 -1.1487 2.0027  O1 0.914
3 H -0.5954 -2.0907 1.3447  O1 0.955
4 O -3.1834 -1.6777 0.2767  H5 0.965, H6 0.942
5 H -2.7394 -0.8257 0.3657  O4 0.965
6 H -3.5034 -1.7147 -0.6083  O4 0.942
7 O 0.3376 -0.2627 -1.0163  H8 0.973, H9 0.949
8 H 1.2866 -0.2987 -0.8053  O7 0.973
9 H 0.0046 -0.6117 -0.1993  O7 0.949
10 O 0.5376 1.6893 1.4187  H11 0.992, H12 0.974
11 H 0.2416 0.9053 1.9497  O10 0.992
12 H 1.2236 1.2883 0.8547  O10 0.974
13 O 2.8736 0.4843 -0.3713  H14 0.973, H15 0.934
14 H 3.5386 1.1893 -0.2803  O13 0.973
15 H 3.3476 -0.1497 0.1247  O13 0.934
16 O -0.9064 1.8513 -2.2743  H17 0.952, H18 0.917
17 H -0.5084 1.0283 -2.0073  O16 0.952
18 H -1.7554 1.5053 -2.3083  O16 0.917

These are the natural (NBO) partial charges, in e, on atoms 1 to 4:
1 O -0.94
2 H 0.46
3 H 0.49
4 O -0.95

---

ii | # H12O6

A 6-piece molecular cluster, H12O6 overall (ωB97M-V/def2-TZVPD, the OMol25 dataset).

Computed properties:
- molar mass (g/mol) = 108.09
- LUMO energy (Ha) = -0.0115
- structure (SMILES) = O.O.O.O.O.O
- E_HOMO (Eh) = -0.3877
- gap between HOMO and LUMO (Ha) = 0.3762

Each atom is followed by the atoms it is bonded to, with distances in Å.
CARTESIAN COORDINATES (ANGSTROEM)
1 O 0.1207 -1.6265 3.6268  H2 0.922, H3 0.976
2 H 0.4517 -1.0365 3.0008  O1 0.922
3 H 0.8747 -2.0785 4.0498  O1 0.976
4 O 1.7657 -0.3485 1.2158  H5 1.115, H6 0.969
5 H 2.4997 -1.0905 0.8228  O4 1.115
6 H 2.2937 0.4595 1.1328  O4 0.969
7 O -0.0853 0.7205 -0.2832  H8 1.006, H9 0.983
8 H 0.4847 0.2015 -0.9302  O7 1.006
9 H 0.2227 0.1745 0.4738  O7 0.983
10 O -2.8703 -0.0065 -2.1642  H11 0.905, H12 1.024
11 H -2.0413 0.1845 -1.8552  O10 0.905
12 H -2.9073 -1.0145 -1.9862  O10 1.024
13 O -1.9183 2.4845 1.0068  H14 1.012, H15 0.896
14 H -1.1993 2.0825 0.4188  O13 1.012
15 H -2.5883 2.4085 0.4168  O13 0.896
16 O 1.3757 -0.6405 -2.7562  H17 0.956, H18 0.991
17 H 1.5407 -0.9945 -3.6292  O16 0.956
18 H 1.9797 0.1205 -2.5602  O16 0.991

These are the natural (NBO) partial charges, in e, on atoms 1 to 4:
1 O -0.94
2 H 0.47
3 H 0.47
4 O -0.97

---

iii | # H12O6

A 6-piece molecular cluster, H12O6 overall (ωB97M-V/def2-TZVPD, the OMol25 dataset).

Computed properties:
- molar mass (g/mol) = 108.09
- LUMO energy (Ha) = 0.0170
- structure (SMILES) = O.O.O.O.O.O
- E_HOMO (Eh) = -0.3787
- gap between HOMO and LUMO (Ha) = 0.3957

Each atom is followed by the atoms it is bonded to, with distances in Å.
CARTESIAN COORDINATES (ANGSTROEM)
1 O 4.7717 0.8069 -2.2819  H2 0.969, H3 1.054
2 H 5.0553 1.1404 -3.1462  O1 0.969
3 H 5.7017 0.3944 -2.0052  O1 1.054
4 O 0.3929 -1.6903 0.8629  H5 0.959, H6 0.969
5 H 0.0021 -0.8694 1.1673  O4 0.959
6 H 0.9459 -1.5661 0.0770  O4 0.969
7 O 3.0580 -7.0522 -0.8121  H8 0.949, H9 0.969
8 H 3.5352 -7.6954 -1.3210  O7 0.949
9 H 3.5850 -6.2504 -0.6733  O7 0.969
10 O -5.5654 3.1823 1.3363  H11 0.960, H12 0.970
11 H -6.4449 2.8031 1.3937  O10 0.960
12 H -5.5805 4.0966 1.6587  O10 0.970
13 O -2.5545 2.9309 0.8261  H14 0.951, H15 0.949
14 H -3.4628 2.7775 1.0638  O13 0.951
15 H -1.9994 3.4787 1.3673  O13 0.949
16 O -0.2832 0.8337 0.1061  H17 0.955, H18 0.964
17 H 0.0674 1.6740 0.3930  O16 0.955
18 H -1.2247 1.0053 -0.0125  O16 0.964

These are the natural (NBO) partial charges, in e, on atoms 1 to 4:
1 O -0.93
2 H 0.46
3 H 0.46
4 O -0.97

---

List of relative energies, unit hartree: i 0.0000; ii 0.0228; iii 0.0047

---

i | # H12O6

A 6-piece molecular cluster, H12O6 overall (ωB97M-V/def2-TZVPD, the OMol25 dataset).

Computed properties:
- molar mass (g/mol) = 108.09
- LUMO energy (Ha) = 0.0130
- structure (SMILES) = O.O.O.O.O.O
- E_HOMO (Eh) = -0.4046
- gap between HOMO and LUMO (Ha) = 0.4176

Each atom is followed by the atoms it is bonded to, with distances in Å.
CARTESIAN COORDINATES (ANGSTROEM)
1 O 3.3668 1.0883 0.1184  H2 0.977, H3 0.976
2 H 2.5968 1.6247 -0.1534  O1 0.977
3 H 3.3706 1.2316 1.0837  O1 0.976
4 O -0.4180 -1.2097 1.5635  H5 0.975, H6 0.949
5 H -0.6857 -0.3433 1.9228  O4 0.975
6 H 0.3703 -0.9456 1.1065  O4 0.949
7 O 1.2921 -1.5321 -0.7926  H8 0.977, H9 0.981
8 H 1.6311 -2.2606 -1.3483  O7 0.977
9 H 2.1822 -1.1453 -0.6507  O7 0.981
10 O -3.4223 -1.7655 0.3519  H11 0.939, H12 0.959
11 H -2.7832 -1.7016 1.0371  O10 0.939
12 H -4.1285 -2.3524 0.6289  O10 0.959
13 O -1.4802 0.5150 -1.3159  H14 0.961, H15 0.949
14 H -1.5360 -0.2182 -1.9343  O13 0.961
15 H -2.2601 0.4883 -0.7760  O13 0.949
16 O 0.8523 2.6746 -0.5925  H17 0.957, H18 0.964
17 H 1.1344 3.2471 0.1206  O16 0.957
18 H -0.0825 2.6046 -0.3699  O16 0.964

These are the natural (NBO) partial charges, in e, on atoms 1 to 4:
1 O -0.96
2 H 0.49
3 H 0.46
4 O -0.94

---

ii | # H12O6

A 6-piece molecular cluster, H12O6 overall (ωB97M-V/def2-TZVPD, the OMol25 dataset).

Computed properties:
- molar mass (g/mol) = 108.09
- LUMO energy (Ha) = 0.0073
- structure (SMILES) = O.O.O.O.O.O
- E_HOMO (Eh) = -0.3677
- gap between HOMO and LUMO (Ha) = 0.3750

Each atom is followed by the atoms it is bonded to, with distances in Å.
CARTESIAN COORDINATES (ANGSTROEM)
1 O 1.4021 -0.4173 1.6310  H2 0.989, H3 1.012
2 H 0.4706 -0.3007 1.9431  O1 0.989
3 H 1.4536 0.2886 0.9070  O1 1.012
4 O 1.0337 2.3333 -0.2753  H5 1.128, H6 1.105
5 H 0.2725 2.0428 0.5043  O4 1.128
6 H 0.4943 1.5383 -0.8215  O4 1.105
7 O -0.9571 0.9681 1.1174  H8 0.942, H9 1.086
8 H -1.6024 1.3864 1.6615  O7 0.942
9 H -1.5513 0.2753 0.5281  O7 1.086
10 O -2.0511 -0.8316 -0.4726  H11 1.106, H12 1.029
11 H -1.8300 -0.6071 -1.5327  O10 1.106
12 H -1.2977 -1.5119 -0.3060  O10 1.029
13 O 0.5878 -2.0230 -0.2335  H14 1.074, H15 0.958
14 H 0.7625 -1.4453 0.6554  O13 1.074
15 H 1.0557 -2.8585 -0.2255  O13 0.958
16 O 0.0566 0.1495 -1.6715  H17 1.121, H18 0.979
17 H 0.6766 0.4608 -2.5515  O16 1.121
18 H 0.5184 -0.7012 -1.5265  O16 0.979

These are the natural (NBO) partial charges, in e, on atoms 1 to 4:
1 O -0.94
2 H 0.50
3 H 0.51
4 O -1.03

---

List of relative energies, unit hartree: i 0.0000; ii 0.0476